Entry from the Open Molecules 2025 dataset: a molecular structure, C36H50FN9O4SSiTa (the ωB97M-V functional and the def2-TZVPD basis).

Output
Energy = -82711.35467 eV
HOMO level = -14.5927 eV
Total charge = +3
Energy above the lowest of the compared OMol25 structures with the same formula, charge and spin = 0.0 kcal per mole
LUMO level = -7.61 eV

Geometry as XYZ:
```
103
Properties=species:S:1:pos:R:3:forces:R:3
Ta -1.637612 -0.888058 1.443493 0.666 -0.207 0.398
C 1.074661 3.472785 5.001159 0.046 0.000 0.013
C 0.310350 3.686801 3.705763 0.069 0.046 -0.113
N -0.996952 3.047134 3.721087 -0.170 -0.128 0.037
C -1.313570 1.828243 3.277270 -0.001 0.103 0.069
S -0.121956 0.941878 2.342322 0.105 0.161 -0.138
N -2.520992 1.394332 3.541407 0.155 -0.141 -0.012
N -2.767323 0.119752 3.124476 -0.294 0.292 0.225
C -3.868664 -0.407481 3.552697 0.067 -0.047 -0.104
C -4.854146 0.277248 4.430365 -0.009 0.064 0.008
C -4.070695 -1.808677 3.160953 0.103 0.079 -0.004
C -5.133596 -2.565158 3.636110 0.140 0.052 -0.062
C -5.174600 -3.919886 3.357559 -0.008 0.014 -0.003
C -4.139120 -4.478604 2.626861 0.055 -0.006 -0.031
C -3.132471 -3.660527 2.154383 -0.036 0.063 0.037
N -3.093594 -2.336939 2.386112 -0.641 -0.215 0.151
H 2.044674 3.965981 4.954662 0.009 0.017 -0.006
H 1.241362 2.410900 5.183552 0.001 -0.024 -0.009
H 0.532811 3.885301 5.851625 -0.022 0.006 0.007
H 0.865135 3.296957 2.852553 0.000 0.003 0.029
H 0.146416 4.748664 3.516345 0.016 -0.020 0.051
H -1.711485 3.464972 4.301970 -0.012 0.039 -0.034
H -4.466800 1.226931 4.779411 -0.004 -0.023 -0.017
H -5.107244 -0.350020 5.284821 0.014 0.013 0.031
H -5.775653 0.459097 3.871015 -0.008 0.000 -0.002
H -5.904618 -2.102349 4.232052 -0.003 0.031 0.000
H -5.988545 -4.530140 3.724421 -0.011 -0.011 -0.004
H -4.105617 -5.537138 2.414945 0.013 -0.014 -0.011
H -2.314588 -4.076835 1.591556 0.056 -0.009 -0.070
C -4.756192 -1.551507 -0.834020 -0.063 0.043 -0.045
C -3.479292 -2.293975 -1.057920 -0.008 -0.133 -0.012
C -3.367780 -3.269100 -2.034349 -0.047 0.090 0.068
C -2.236979 -4.076982 -2.070749 0.062 -0.003 0.045
C -1.217463 -3.925729 -1.147097 -0.134 0.113 -0.023
C -1.361995 -2.910479 -0.203577 0.238 -0.119 0.043
N -2.454725 -2.117075 -0.202810 0.057 0.086 -0.354
N -0.589333 -2.571750 0.888064 0.154 -0.469 0.039
Si 1.015574 -3.292042 1.225865 -0.007 -0.029 -0.075
C 0.729677 -4.920835 2.092473 0.037 0.130 -0.067
C 2.045102 -2.105600 2.260233 -0.036 -0.029 -0.067
C 1.950403 -3.534273 -0.385976 0.023 0.071 0.183
H -5.260726 -1.361702 -1.779552 -0.006 0.014 0.011
H -4.618477 -0.607596 -0.317467 -0.005 -0.020 -0.002
H -5.421893 -2.180193 -0.235593 0.011 -0.011 0.008
H -4.182557 -3.424075 -2.726024 -0.016 -0.002 -0.012
H -2.168623 -4.861618 -2.812678 0.013 -0.009 -0.019
H -0.368845 -4.584582 -1.145494 0.090 -0.049 0.028
H 0.152469 -4.799309 3.010225 -0.024 0.023 0.032
H 1.673178 -5.396880 2.362031 0.057 -0.006 0.000
H 0.191123 -5.621196 1.451335 -0.031 -0.017 -0.036
H 1.721048 -1.064586 2.218338 -0.038 0.002 -0.038
H 3.071295 -2.109701 1.887799 0.025 -0.090 0.006
H 2.097807 -2.410215 3.306257 -0.040 0.009 0.062
H 1.678172 -4.417602 -0.956811 -0.045 -0.057 -0.021
H 3.007506 -3.645446 -0.132720 0.023 0.002 0.004
H 1.862458 -2.665068 -1.041240 -0.048 0.003 -0.030
C -0.325425 3.464660 -5.134470 0.002 0.032 -0.042
C -0.271833 3.974304 -3.706439 0.012 0.053 0.093
N -0.202004 2.873146 -2.721406 -0.025 -0.074 0.051
C -1.324975 2.491882 -2.117219 0.024 -0.068 0.053
C -1.395558 1.469678 -1.195906 -0.186 0.135 -0.198
C -2.722401 1.141828 -0.625586 -0.044 -0.184 0.423
O -3.773943 1.446465 -1.104840 0.130 0.193 -0.119
O -2.637683 0.469528 0.543174 -0.578 0.289 -0.292
C -0.248004 0.719002 -0.894981 0.045 0.056 -0.153
O -0.239495 -0.299023 -0.131813 0.052 -0.030 0.058
C 0.971328 1.121907 -1.556029 0.012 -0.003 -0.038
C 2.171794 0.443142 -1.302461 0.019 0.057 -0.014
C 3.324764 0.836343 -1.905322 0.041 0.055 -0.060
F 4.454618 0.175512 -1.599571 -0.018 0.036 0.008
C 3.383176 1.925029 -2.815109 -0.072 -0.132 0.102
C 2.186212 2.576569 -3.082412 -0.058 -0.103 0.071
C 0.987306 2.198197 -2.457081 0.019 0.063 -0.007
N 4.567281 2.329187 -3.431263 0.006 0.030 -0.070
C 5.783282 1.513286 -3.431396 0.047 -0.112 0.056
C 6.799558 2.122967 -4.397631 0.028 0.048 -0.091
N 6.064660 2.754360 -5.544014 -0.033 0.019 -0.020
C 5.277412 3.967019 -5.085449 0.070 -0.061 -0.042
C 4.851546 3.739687 -3.634013 -0.050 0.174 -0.004
H -0.351359 4.308815 -5.821684 -0.008 0.014 -0.011
H -1.223051 2.870850 -5.301554 -0.019 -0.006 0.017
H 0.536508 2.846741 -5.383042 0.027 -0.015 0.001
H -1.167301 4.541496 -3.460441 0.008 0.003 -0.052
H 0.569156 4.643110 -3.521789 -0.017 -0.035 -0.044
H -2.225300 3.033088 -2.380120 -0.022 -0.011 0.018
H 2.190982 -0.378013 -0.599408 -0.003 -0.003 0.004
H 2.170124 3.367335 -3.816370 0.037 -0.005 0.028
H 5.534893 0.502302 -3.753242 0.003 0.012 0.024
H 6.262960 1.443055 -2.451410 -0.027 0.017 -0.026
H 7.475820 1.367765 -4.793122 -0.019 0.002 0.044
H 7.392125 2.918865 -3.950053 0.014 -0.054 0.031
H 5.423337 2.070512 -5.948717 0.004 -0.017 0.014
H 6.716745 3.018103 -6.284163 -0.002 0.008 -0.010
H 4.431354 4.060477 -5.763559 -0.004 0.036 0.038
H 5.926080 4.834337 -5.196574 -0.044 0.014 0.037
H 3.982329 4.354814 -3.414611 0.033 -0.042 -0.031
H 5.636718 4.072291 -2.946724 0.002 -0.015 -0.016
C -0.964696 -2.461296 4.624645 -0.013 0.040 0.047
O -0.689545 -1.638129 3.469040 0.080 -0.218 -0.026
H -1.064093 -1.826997 5.504429 -0.010 -0.012 -0.007
H -0.155612 -3.175613 4.766393 0.006 0.006 -0.002
H -1.893126 -2.993820 4.457699 -0.010 -0.030 -0.043
H 0.076791 -1.080770 3.656085 0.003 0.160 0.042
```
Positions in Å, forces in eV/Å.

Here are the Löwdin charges for atoms 1 to 99, given in e: Ta 1.83; C -0.07; C -0.26; N 0.01; C -0.69; S 0.79; N 0.03; N -0.11; C -0.24; C 0.01; C -0.20; C 0.03; C 0.01; C 0.00; C -0.09; N -0.02; H 0.08; H 0.07; H 0.08; H 0.07; H 0.12; H 0.16; H 0.08; H 0.10; H 0.11; H 0.13; H 0.13; H 0.13; H 0.11; C 0.00; C -0.27; C 0.00; C -0.01; C 0.01; C -0.44; N 0.00; N -0.21; Si 0.47; C -0.15; C -0.16; C -0.16; H 0.10; H 0.05; H 0.10; H 0.13; H 0.13; H 0.09; H 0.02; H 0.05; H 0.04; H -0.02; H 0.04; H 0.04; H 0.03; H 0.04; H 0.03; C -0.05; C -0.16; N 0.00; C 0.07; C -0.02; C -0.48; O 0.16; O -0.22; C -0.28; O -0.21; C -0.04; C 0.10; C -0.17; F 0.09; C -0.12; C 0.07; C -0.10; N -0.08; C -0.12; C -0.07; N 0.07; C -0.06; C -0.12; H 0.09; H 0.09; H 0.07; H 0.13; H 0.12; H 0.16; H 0.13; H 0.10; H 0.14; H 0.14; H 0.15; H 0.14; H 0.19; H 0.19; H 0.14; H 0.14; H 0.13; H 0.14; C -0.03; O -0.32